Entry from the OMol25 dataset: 2 unconnected molecules or ions with the total composition C11H16F2N2 in a non-equilibrium geometry (wB97M-V/def2-TZVPD).

```
31
Properties=species:S:1:pos:R:3:nbo_charge:R:1
C -2.229 0.385 -1.524 -0.610
C -2.270 0.181 -0.009 -0.043
C -3.005 -1.122 0.316 -0.614
C -3.025 1.353 0.626 -0.599
C -0.847 0.182 0.586 -0.429
C 0.046 -0.992 0.190 0.142
F 0.406 -0.960 -1.145 -0.352
C 1.270 -1.047 1.002 0.328
N 1.842 -0.739 2.066 -0.204
N 2.436 -1.793 1.088 -0.513
H -3.241 0.458 -1.916 0.208
H -1.701 1.305 -1.770 0.207
H -1.733 -0.440 -2.029 0.219
H -2.595 -1.960 -0.243 0.205
H -2.951 -1.347 1.380 0.209
H -4.054 -1.028 0.042 0.217
H -2.493 2.287 0.464 0.209
H -3.143 1.204 1.697 0.208
H -4.015 1.445 0.182 0.210
H -0.353 1.115 0.309 0.225
H -0.914 0.156 1.675 0.231
H -0.471 -1.953 0.340 0.209
H 3.221 -1.413 0.552 0.347
C 5.031 -0.733 -1.519 -0.201
C 4.501 0.074 -0.803 -0.059
C 3.866 1.004 0.044 -0.387
C 2.575 1.286 -0.095 0.288
F 1.951 2.177 0.685 -0.324
H 5.499 -1.434 -2.142 0.237
H 4.457 1.459 0.825 0.251
H 1.940 0.888 -0.874 0.186
```

E_LUMO	0.57	eV
highest occupied orbital energy	-9.1	eV
SMILES	CC(C)(C)C[C@@H](F)C1=NN1.C#C/C=C/F

Entry from the OMol25 dataset: a gas-phase ion, C11H16FN3O8P (charge -1) in a non-equilibrium geometry (wB97M-V/def2-TZVPD).

```
40
Properties=species:S:1:pos:R:3:nbo_charge:R:1
C 2.673 1.419 1.216 -0.425
N 2.226 0.082 0.808 -0.506
C 3.314 -0.848 1.169 -0.409
C 2.109 -0.028 -0.619 0.719
O 2.822 0.567 -1.385 -0.526
C 1.080 -0.998 -1.196 -0.323
N -0.324 -0.776 -0.822 -0.528
C -1.038 -1.858 -1.446 0.843
O -1.031 -2.043 -2.632 -0.530
N -1.776 -2.797 -0.644 -0.714
C -1.790 -2.501 0.755 0.992
O -0.879 -2.749 1.484 -0.560
F -2.903 -1.990 1.191 -0.275
C -0.893 0.567 -1.152 -0.300
C -0.747 1.580 0.008 -0.460
C -0.809 0.940 1.392 -0.044
O -1.784 1.708 2.181 -0.571
C -2.723 0.908 2.725 0.668
O -2.609 0.395 3.808 -0.581
P -0.315 1.360 -2.738 1.500
O 0.602 2.519 -2.520 -1.130
C -2.446 0.365 -1.323 0.741
O -3.141 0.387 -0.285 -0.765
O -2.896 0.221 -2.464 -0.732
H 1.851 2.123 1.317 0.214
H 3.465 1.839 0.592 0.204
H 3.088 1.318 2.220 0.192
H 3.064 -1.870 0.886 0.202
H 4.260 -0.557 0.693 0.177
H 3.488 -0.834 2.244 0.204
H 1.248 -1.083 -2.269 0.219
H 1.343 -1.985 -0.786 0.217
H -1.300 -3.686 -0.747 0.407
H -1.515 2.344 -0.033 0.263
H 0.225 2.068 -0.122 0.219
H 0.118 0.985 1.953 0.189
H -1.159 -0.085 1.379 0.199
H -3.659 0.739 2.175 0.140
H 0.224 0.397 -3.626 -0.083
H -1.460 1.856 -3.389 -0.044
```

E_LUMO	2.70	eV
highest occupied orbital energy	-5.4	eV
SMILES	CN(C)C(=O)CN(C(=O)NC(=O)F)[C@@](CCOC=O)([PH2]=O)C(=O)[O-]
total charge	-1